{
  "formula": "C30H36Cl2N6O4PZr",
  "method": "ωB97M-V/def2-TZVPD",
  "species": ["Zr", "C", "C", "N", "C", "C", "N", "C", "C", "N", "H", "H", "H", "H", "H", "H", "H", "H", "H", "H", "H", "H", "H", "H", "H", "N", "C", "C", "C", "C", "C", "C", "P", "C", "C", "C", "C", "C", "C", "C", "C", "C", "C", "C", "C", "H", "H", "H", "H", "H", "H", "H", "H", "H", "H", "H", "H", "H", "H", "H", "H", "O", "C", "O", "C", "C", "N", "N", "C", "C", "O", "O", "H", "H", "H", "Cl", "C", "Cl", "H", "H"],
  "coordinates": [[10.5430, 13.5464, 9.3260], [11.9947, 14.6656, 6.5991], [11.1434, 15.8491, 6.9252], [10.5823, 15.6099, 8.2909], [9.0957, 16.0195, 8.2707], [8.3236, 14.9910, 7.4991], [8.7588, 13.5976, 7.9281], [8.8990, 12.6390, 6.7896], [10.1019, 13.1105, 5.9361], [11.1943, 13.4476, 6.9199], [12.9241, 14.6283, 7.1810], [12.2045, 14.5866, 5.5129], [10.2877, 16.0643, 6.2411], [11.7286, 16.8185, 6.9849], [11.0292, 16.2579, 8.9379], [9.0256, 16.9753, 7.7398], [8.7731, 16.1594, 9.2770], [8.4801, 15.2130, 6.4319], [7.2869, 15.0926, 7.7140], [7.9331, 13.3330, 8.4879], [7.9821, 12.7681, 6.1675], [8.9299, 11.6451, 7.1332], [9.8115, 13.9111, 5.2648], [10.5130, 12.3153, 5.2663], [11.8468, 12.6429, 7.0263], [12.7275, 14.0373, 9.9340], [13.8726, 13.3093, 9.4793], [15.1016, 13.9058, 9.3452], [16.1617, 13.1831, 8.7851], [15.9834, 11.8458, 8.5307], [14.7372, 11.1974, 8.7863], [13.6858, 11.9565, 9.1874], [12.0601, 11.3241, 9.6028], [11.8124, 9.7266, 8.8356], [11.6165, 8.5130, 9.5903], [11.6023, 7.3343, 8.8847], [11.5866, 7.2919, 7.5078], [11.8265, 8.4700, 6.8024], [11.8698, 9.6635, 7.4213], [12.3600, 11.1541, 11.3837], [11.3180, 10.6968, 12.1720], [11.5324, 10.4323, 13.5154], [12.7575, 10.6787, 14.1316], [13.7901, 11.2482, 13.3786], [13.5380, 11.4851, 12.0259], [12.9246, 15.0380, 10.0000], [12.6233, 13.8126, 11.0034], [15.1757, 14.9687, 9.6341], [17.0706, 13.6127, 8.5502], [16.8735, 11.3119, 8.2638], [14.5495, 10.1234, 8.6317], [11.6307, 8.6092, 10.6570], [11.4371, 6.4079, 9.3750], [11.8277, 6.3779, 7.0386], [11.8184, 8.4606, 5.7382], [12.0638, 10.5950, 6.9621], [10.2761, 10.5002, 11.9147], [10.7470, 9.9045, 14.0508], [12.9913, 10.4623, 15.1725], [14.7617, 11.5439, 13.7317], [14.4914, 11.6731, 11.4797], [6.7951, 13.8465, 13.9678], [6.4548, 12.8154, 13.2655], [5.4494, 12.2219, 13.4421], [7.4060, 12.4841, 12.1585], [7.1673, 11.3697, 11.3775], [8.0998, 11.3076, 10.3727], [8.9734, 12.3338, 10.5363], [8.6043, 13.0362, 11.6237], [9.2389, 14.3819, 11.7825], [8.8633, 15.1076, 12.6097], [10.2085, 14.6945, 10.8839], [7.7468, 14.1565, 13.8238], [6.4015, 10.5746, 11.5226], [8.3968, 10.5398, 9.8231], [15.3070, 18.4151, 11.3277], [13.5900, 18.7160, 11.1085], [12.7402, 17.1596, 10.7909], [13.5385, 19.2721, 10.2471], [13.1194, 19.1055, 11.9730]],
  "forces_ev_per_a": [[0.32, -0.54, -1.42], [-0.20, -1.06, -1.50], [0.23, 1.82, 0.60], [-1.61, 0.92, 0.14], [1.52, 0.34, -0.50], [1.01, -0.03, -0.36], [-1.44, 0.46, 0.11], [-0.99, 2.41, -1.89], [0.78, -1.79, 0.76], [0.73, -0.63, 0.91], [-0.18, 0.12, -0.21], [0.39, 0.50, 0.58], [0.97, -0.49, 0.24], [-0.47, -1.19, -0.37], [0.03, 0.12, 0.07], [-0.12, 0.01, 0.32], [-0.29, 0.03, 0.79], [-0.18, -0.78, 0.31], [-0.94, 0.14, -0.05], [0.55, -0.48, -0.34], [0.52, -0.51, 0.34], [0.36, -1.30, 0.51], [0.28, 0.46, 0.31], [-0.71, 0.42, 0.49], [-0.50, 0.73, -0.71], [-0.64, 0.02, 2.92], [0.54, -0.32, -0.66], [-0.11, 1.12, -0.21], [-2.24, -0.63, 0.66], [-0.66, -0.95, 0.66], [1.47, -0.50, -0.89], [-0.72, 0.80, -0.39], [0.66, -0.24, 0.61], [-0.46, -1.72, 0.31], [0.87, 2.58, -1.25], [-1.31, -0.38, 0.13], [2.11, 1.34, 0.29], [-1.25, -1.04, -1.00], [0.11, 0.94, 2.90], [-1.26, 0.20, -0.16], [-0.84, -0.33, 1.43], [0.25, -0.61, 0.54], [0.99, 0.47, 0.11], [-1.63, 0.15, -0.71], [2.67, -0.58, -0.40], [0.19, 0.11, -0.30], [0.14, 0.33, -1.95], [0.27, -0.56, -0.25], [1.74, 1.01, -0.16], [-0.01, -0.56, -0.46], [0.56, 0.52, -0.04], [-0.12, -0.46, 0.40], [0.23, -0.65, 0.70], [-0.71, -1.08, -0.66], [0.38, -0.22, -0.73], [0.17, 0.65, -1.16], [0.44, 0.01, -0.86], [0.07, 0.38, 0.16], [-0.54, -0.16, -0.14], [0.08, -0.27, 0.49], [-1.14, 0.35, 0.04], [2.05, 1.76, 1.17], [0.51, 0.38, -0.20], [-0.80, -0.99, -0.35], [0.70, -0.85, -0.79], [-0.05, -1.31, -0.56], [-0.29, 1.81, 2.13], [0.63, 0.27, -0.12], [-1.22, -0.54, -1.29], [0.80, -1.34, -1.06], [-0.55, 1.99, 2.06], [-0.75, -0.38, 0.67], [-1.85, -0.25, 0.10], [0.61, 0.88, -0.24], [-0.08, -0.92, -0.58], [-0.08, 0.02, 0.33], [1.34, -1.70, 0.78], [-0.50, -0.20, -0.10], [-0.66, 1.42, -1.74], [-0.22, 0.53, 0.70]],
  "homo_energy_ha": -0.6242,
  "charge": 3,
  "e_tot_ev": -84416.74148,
  "relative_energy_ev": 1.391,
  "orbital_gap_ev": 7.46
}

{
  "formula": "C5H9N3O2S",
  "method": "ωB97M-V/def2-TZVPD",
  "species": ["C", "C", "C", "C", "C", "N", "N", "N", "O", "O", "S", "H", "H", "H", "H", "H", "H", "H", "H", "H"],
  "coordinates": [[1.4566, -0.9155, 1.1946], [2.2914, 0.0318, 0.8485], [-0.3747, 0.0381, -0.1832], [0.1463, -1.1872, 0.5733], [1.9081, 0.6931, -0.4710], [0.6296, 0.8498, -0.8632], [2.9512, 1.2572, -1.1181], [-3.4320, 0.8823, -0.1116], [-3.2291, -1.6640, 0.2001], [-1.3577, -0.3491, -1.1662], [-3.0987, -0.6993, -0.8697], [1.5645, -1.6351, 2.0188], [3.1584, 0.5343, 1.2876], [-1.0073, 0.7445, 0.3752], [-0.0248, -2.1562, 0.0475], [-0.5060, -1.3141, 1.3583], [3.9020, 1.1046, -0.7882], [2.7456, 1.2185, -2.1226], [-4.0976, 0.9385, 0.5795], [-3.6259, 1.6280, -0.7895]],
  "forces_ev_per_a": [[0.11, -2.22, 1.73], [-0.36, 1.68, -2.13], [-0.76, 1.04, -0.36], [-0.08, 0.77, -2.12], [-3.60, 0.10, 1.85], [3.32, -1.37, 0.09], [-0.32, 0.13, -1.58], [1.98, -0.68, -2.91], [-0.14, 0.17, 0.00], [-2.28, -1.27, -1.07], [2.96, 2.55, 0.94], [0.73, 0.73, 0.07], [-0.13, -1.08, 0.40], [0.71, -0.24, 1.00], [0.79, 0.77, -0.24], [-1.62, -0.27, 2.12], [-0.64, -0.15, -0.36], [0.81, 0.56, 0.50], [-1.85, -0.61, 2.02], [0.37, -0.61, 0.05]],
  "homo_energy_ha": -0.3108,
  "e_tot_ev": -24728.82519,
  "relative_energy_ev": 1.703,
  "orbital_gap_ev": 9.22
}

{
  "formula": "C17H13BrN2OS",
  "method": "ωB97M-V/def2-TZVPD",
  "species": ["O", "C", "C", "C", "C", "C", "C", "C", "H", "H", "Br", "H", "H", "C", "H", "H", "S", "C", "N", "C", "C", "N", "C", "C", "C", "C", "C", "C", "H", "H", "H", "H", "H", "H", "H"],
  "coordinates": [[-1.8318, 3.5008, -0.6024], [-0.8508, 2.7966, -0.6931], [0.2494, 2.8386, 0.3123], [1.5739, 2.5278, 0.0212], [2.5397, 2.5897, 1.0103], [2.1767, 2.9661, 2.2914], [0.8673, 3.2990, 2.6000], [-0.0864, 3.2377, 1.6056], [-1.1149, 3.4913, 1.8100], [0.6039, 3.6012, 3.6021], [3.5060, 3.0346, 3.6542], [3.5676, 2.3484, 0.7860], [1.8747, 2.2446, -0.9751], [-0.5843, 2.0885, -2.0238], [0.1323, 2.6708, -2.6054], [-1.5261, 2.0323, -2.5716], [0.1025, 0.4095, -1.9066], [-0.8185, -0.0479, -0.5127], [-1.4670, 0.8535, 0.1781], [-2.0974, 0.1873, 1.1808], [-1.8286, -1.1421, 1.0772], [-0.9998, -1.2981, -0.0139], [-0.4927, -2.5119, -0.5073], [0.7913, -2.5742, -1.0351], [1.2729, -3.7750, -1.5241], [0.4866, -4.9138, -1.4821], [-0.7909, -4.8503, -0.9508], [-1.2856, -3.6541, -0.4656], [-2.2883, -3.5998, -0.0695], [-1.4097, -5.7342, -0.9191], [0.8673, -5.8489, -1.8631], [2.2701, -3.8192, -1.9343], [1.4093, -1.6901, -1.0538], [-2.1202, -1.9712, 1.6867], [-2.6986, 0.7122, 1.8935]],
  "forces_ev_per_a": [[0.18, 0.17, -0.04], [0.00, 0.67, -0.50], [0.30, 0.31, 0.40], [-0.29, 0.18, -0.03], [0.16, 0.04, 0.25], [0.21, -0.05, 0.03], [0.04, 0.01, 0.05], [0.09, -0.05, -0.21], [-0.11, 0.03, 0.03], [-0.01, 0.01, 0.06], [-0.15, 0.00, -0.14], [0.07, 0.00, 0.00], [0.00, -0.01, -0.05], [-0.25, -0.37, -0.04], [0.02, -0.01, 0.01], [0.09, 0.15, 0.12], [0.22, -0.02, -0.50], [-0.23, 0.34, 0.07], [0.04, -0.72, -0.28], [-0.05, -0.50, 0.04], [-0.30, 0.12, 0.46], [-0.06, 0.42, 0.08], [0.20, -0.55, -0.24], [-0.15, 0.08, 0.09], [-0.02, -0.04, -0.04], [0.04, -0.06, -0.03], [0.03, -0.02, 0.03], [0.01, 0.15, 0.01], [-0.09, 0.03, 0.02], [-0.05, -0.07, 0.00], [0.04, -0.08, -0.03], [0.09, 0.00, -0.03], [0.11, 0.05, 0.06], [-0.02, -0.20, 0.10], [-0.17, 0.01, 0.24]],
  "homo_energy_ha": -0.3069,
  "e_tot_ev": -103745.20127,
  "smiles": "O=C(CSc1nccn1-c1ccccc1)c1ccc(Br)cc1",
  "orbital_gap_ev": 8.85
}

{
  "formula": "C10H14N3",
  "method": "ωB97M-V/def2-TZVPD",
  "species": ["C", "C", "C", "C", "C", "C", "C", "C", "C", "C", "N", "N", "N", "H", "H", "H", "H", "H", "H", "H", "H", "H", "H", "H", "H", "H", "H"],
  "coordinates": [[0.6152, -0.3312, 3.2009], [1.4522, 0.1933, 2.1873], [-0.6728, -0.7329, 2.9379], [0.9137, 0.6486, 1.0115], [-1.2061, -0.4293, 1.6973], [-0.4838, 0.4074, 0.8059], [-0.5203, -0.8198, -2.7876], [-1.5145, 2.1962, -0.9836], [-2.6135, 1.1372, -0.6892], [-1.1998, 0.9916, -0.2274], [-1.0259, -1.4458, -3.6558], [-0.0588, -0.1907, -1.8317], [2.1651, -1.7130, -0.8091], [0.9002, -0.4394, 4.2018], [2.5767, 0.2554, 2.1492], [-1.2948, -1.0476, 3.7828], [1.5559, 0.8336, 0.1858], [-2.3265, -0.4380, 1.6020], [-1.1266, 2.4359, -1.8717], [-1.4405, 3.1785, -0.4450], [-3.3383, 1.4489, 0.0442], [-2.6816, 0.5447, -1.5653], [-1.3453, -1.6526, -4.5884], [0.5863, -0.7081, -1.2652], [2.6953, -1.5485, 0.1262], [2.5334, -2.5891, -1.0101], [2.7076, -1.1259, -1.3615]],
  "forces_ev_per_a": [[0.32, -0.02, -1.03], [1.33, 0.34, -0.65], [-0.23, 0.56, 0.25], [-1.46, -1.81, 0.67], [-1.62, 1.82, 0.15], [0.30, -0.49, 0.62], [-0.44, -0.67, -1.09], [-0.69, 0.55, 4.17], [2.77, 1.33, 0.15], [-0.82, 0.47, -0.98], [-0.34, 0.18, 0.27], [-0.96, 0.93, -0.16], [0.39, 1.04, 4.15], [1.06, -0.21, 1.19], [-1.30, -0.09, 1.19], [0.20, -0.28, -0.62], [0.27, 0.97, -0.49], [1.29, -0.52, -0.29], [1.20, -0.11, -3.77], [-0.49, -1.19, 0.26], [-0.54, -0.61, -0.22], [-1.36, -0.63, -0.48], [0.43, 0.24, 0.35], [0.87, -0.65, 0.49], [-1.57, -0.26, -1.52], [0.33, -2.40, -0.81], [1.08, 1.54, -1.80]],
  "homo_energy_ha": -0.4753,
  "charge": 1,
  "e_tot_ev": -15056.57625,
  "relative_energy_ev": 4.838,
  "orbital_gap_ev": 7.88
}

no.,LUMO level (eV)
1,-9.530
2,0.763
3,0.504
4,-5.053